[1]
{
  "formula": "C14H19N2",
  "method": "ωB97M-V/def2-TZVPD",
  "species": ["C", "C", "C", "C", "C", "C", "C", "C", "C", "C", "C", "H", "H", "H", "H", "H", "H", "H", "H", "H", "H", "H", "H", "H", "H", "H", "N", "C", "N", "C", "C", "H", "H", "H", "H"],
  "coordinates": [[-2.345, 0.207, -1.071], [-1.382, 0.412, 0.109], [0.103, 0.300, -0.301], [0.904, 1.443, -0.471], [0.358, 2.839, -0.468], [2.268, 1.340, -0.783], [2.879, 0.110, -1.016], [4.372, 0.012, -1.242], [2.045, -1.011, -1.018], [0.680, -0.923, -0.709], [-0.171, -2.109, -1.035], [-2.667, 1.206, -1.361], [-1.767, -0.216, -1.898], [-3.236, -0.382, -0.878], [-1.541, 1.466, 0.416], [1.216, 3.520, -0.446], [-0.213, 3.100, -1.376], [-0.260, 3.048, 0.412], [2.856, 2.264, -0.840], [4.694, -1.034, -1.306], [4.736, 0.502, -2.164], [4.931, 0.471, -0.408], [2.481, -1.965, -1.303], [0.436, -3.026, -0.985], [-1.012, -2.192, -0.332], [-0.574, -2.038, -2.068], [-1.726, -0.399, 1.262], [-1.177, -0.104, 2.438], [-1.867, -0.707, 3.402], [-2.914, -1.441, 2.826], [-2.870, -1.193, 1.501], [-0.426, 0.662, 2.555], [-1.643, -0.630, 4.386], [-3.584, -2.031, 3.427], [-3.582, -1.502, 0.749]],
  "forces_ev_per_a": [[0.6, 0.3, -0.4], [0.5, 1.3, -1.6], [0.5, -0.3, -0.4], [0.1, 0.2, -0.1], [0.0, 0.6, 0.3], [-0.2, -0.2, 0.1], [0.0, 0.2, 0.2], [0.4, -0.1, -0.1], [-0.1, 0.4, 0.1], [0.2, 0.2, -0.3], [-0.2, -0.6, 0.2], [-0.2, -0.1, -0.3], [-0.5, 0.0, 0.1], [0.1, -0.1, 0.0], [0.2, -0.7, 0.1], [-0.4, 0.1, 0.1], [0.1, -0.3, 0.4], [0.0, 0.2, -0.2], [-0.2, -0.4, 0.0], [-0.1, 0.2, 0.0], [-0.4, -0.1, 0.3], [-0.3, -0.1, -0.3], [-0.2, 0.0, 0.1], [-0.4, 0.2, 0.0], [0.2, -0.3, -0.3], [0.2, 0.0, 0.6], [-1.0, -0.2, 1.6], [-0.6, -0.1, -0.2], [-0.1, -0.4, -0.3], [0.6, 0.7, 0.6], [0.7, 0.2, -0.2], [0.2, -0.3, 0.1], [-0.1, -0.1, -0.2], [0.0, 0.0, -0.1], [0.4, 0.0, 0.0]],
  "lowdin_charge": [0.0027, -0.2553, -0.1127, -0.2152, -0.0442, -0.0032, -0.2457, -0.0416, 0.0028, -0.2128, -0.0376, 0.0935, 0.0850, 0.0698, 0.1347, 0.0813, 0.1027, 0.0750, 0.1270, 0.0775, 0.0920, 0.0896, 0.1211, 0.0923, 0.0675, 0.1028, 0.0021, -0.0127, 0.1246, -0.0035, 0.0106, 0.1792, 0.1819, 0.1360, 0.1327],
  "relative_energy_ev": 0.2032,
  "total_energy_ev": -17800.44503,
  "gap_ev": 8.6,
  "max_force_ev_per_a": 2.13,
  "e_lumo_ev": -3.06,
  "charge": 1,
  "smiles": "Cc1cc(C)c([C@@H](C)n2cc[nH+]c2)c(C)c1"
}

[2]
{
  "formula": "C56H43BaF6NO4P3S2Si",
  "method": "ωB97M-V/def2-TZVPD",
  "species": ["Ba", "C", "C", "C", "C", "C", "C", "P", "C", "C", "C", "C", "C", "C", "C", "C", "C", "C", "C", "C", "Si", "C", "C", "C", "C", "C", "C", "P", "C", "C", "C", "C", "C", "C", "C", "C", "C", "C", "C", "C", "C", "C", "C", "C", "C", "C", "P", "C", "C", "C", "C", "C", "C", "C", "C", "C", "C", "C", "C", "H", "H", "H", "H", "H", "H", "H", "H", "H", "H", "H", "H", "H", "H", "H", "H", "H", "H", "H", "H", "H", "H", "H", "H", "H", "H", "H", "H", "H", "H", "H", "H", "H", "H", "H", "H", "H", "H", "H", "H", "H", "H", "F", "C", "F", "F", "S", "O", "O", "N", "S", "O", "O", "C", "F", "F", "F", "H"],
  "coordinates": [[0.000, 0.000, 0.000], [-1.062, -4.139, -5.303], [-2.282, -3.580, -4.948], [-2.330, -2.322, -4.333], [-1.166, -1.578, -4.073], [0.055, -2.191, -4.406], [0.109, -3.446, -5.024], [-1.170, 0.062, -3.203], [-0.663, 1.283, -4.479], [-1.243, 2.564, -4.523], [-0.866, 3.510, -5.484], [0.140, 3.215, -6.396], [0.772, 1.980, -6.338], [0.376, 1.030, -5.390], [-2.998, 0.354, -2.970], [-3.779, 0.649, -4.118], [-5.166, 0.778, -4.062], [-5.823, 0.592, -2.859], [-5.089, 0.290, -1.713], [-3.671, 0.190, -1.726], [-2.828, -0.275, -0.071], [-2.973, -2.126, -0.052], [-4.305, -2.596, 0.090], [-4.720, -3.794, -0.486], [-3.828, -4.532, -1.246], [-2.488, -4.146, -1.317], [-1.991, -3.007, -0.638], [-0.275, -3.192, -0.006], [-0.129, -4.984, 0.299], [-0.671, -5.510, 1.482], [-0.589, -6.874, 1.771], [0.033, -7.739, 0.875], [0.556, -7.243, -0.316], [0.466, -5.878, -0.606], [1.240, -2.628, -0.741], [1.375, -1.371, -1.318], [2.598, -0.890, -1.812], [3.754, -1.649, -1.670], [3.683, -2.863, -1.011], [2.449, -3.332, -0.543], [-3.006, 1.044, 1.215], [-3.914, 2.103, 0.922], [-4.044, 3.254, 1.704], [-3.249, 3.414, 2.818], [-2.348, 2.410, 3.150], [-2.209, 1.218, 2.385], [-1.099, 0.067, 3.137], [-1.834, -1.380, 3.829], [-3.217, -1.434, 4.073], [-3.818, -2.562, 4.639], [-3.043, -3.664, 4.980], [-1.672, -3.636, 4.752], [-1.076, -2.508, 4.174], [0.639, 0.228, 3.064], [1.308, 0.520, 1.870], [2.705, 0.580, 1.822], [3.456, 0.372, 2.976], [2.812, 0.107, 4.178], [1.417, 0.035, 4.218], [-1.024, -5.116, -5.774], [-3.206, -4.124, -5.126], [-3.312, -1.969, -4.035], [1.000, -1.710, -4.169], [1.072, -3.884, -5.273], [-2.016, 2.849, -3.811], [-1.359, 4.478, -5.513], [0.440, 3.948, -7.140], [1.579, 1.747, -7.029], [0.916, 0.091, -5.384], [-3.310, 0.736, -5.097], [-5.728, 0.991, -4.967], [-6.906, 0.664, -2.810], [-5.650, 0.126, -0.792], [-5.067, -1.981, 0.570], [-5.754, -4.114, -0.394], [-4.152, -5.446, -1.735], [-1.808, -4.814, -1.842], [-1.181, -4.855, 2.185], [-1.018, -7.257, 2.693], [0.099, -8.800, 1.100], [1.030, -7.916, -1.024], [0.861, -5.520, -1.554], [0.524, -0.707, -1.338], [2.645, 0.090, -2.277], [4.708, -1.275, -2.030], [4.584, -3.445, -0.826], [2.468, -4.254, 0.033], [-4.538, 2.088, 0.031], [-4.749, 4.029, 1.418], [-3.326, 4.308, 3.430], [-1.746, 2.562, 4.047], [-3.856, -0.585, 3.833], [-4.891, -2.574, 4.814], [-3.507, -4.542, 5.421], [-1.059, -4.495, 5.011], [-0.004, -2.533, 3.991], [0.751, 0.677, 0.950], [3.205, 0.776, 0.878], [4.541, 0.412, 2.935], [3.389, -0.052, 5.085], [0.939, -0.181, 5.173], [4.546, 1.890, 1.192], [4.531, 1.967, -0.166], [4.530, 3.289, -0.508], [5.756, 1.498, -0.568], [3.160, 1.025, -0.968], [2.703, 0.024, 0.000], [3.774, 0.408, -2.154], [2.145, 2.174, -1.386], [1.449, 2.972, -0.207], [0.024, 2.688, 0.000], [2.216, 3.150, 1.025], [1.466, 4.614, -1.021], [0.941, 5.601, -0.239], [2.726, 5.018, -1.357], [0.749, 4.622, -2.184], [1.507, 1.507, 1.507]],
  "forces_ev_per_a": [[-14.2, -3.1, -4.8], [0.0, 0.0, 0.0], [0.2, 0.4, 0.2], [-0.1, -0.2, 0.0], [-0.1, -0.5, -0.3], [0.1, -0.2, -0.1], [-0.1, 0.4, 0.2], [-0.6, -0.2, 0.6], [-0.1, 0.5, -0.7], [0.0, 0.1, -0.1], [0.1, -0.4, 0.3], [0.0, 0.0, 0.0], [-0.2, -0.2, 0.4], [0.1, 0.2, -0.2], [-0.9, 0.2, -0.4], [0.0, -0.2, 0.2], [0.5, 0.0, -0.2], [0.1, -0.1, 0.5], [0.2, 0.2, -0.7], [-0.6, -0.2, 0.0], [1.1, 0.5, -0.6], [-1.2, -1.1, 0.4], [0.7, -0.3, -0.7], [0.0, 0.0, 0.0], [0.3, 0.1, 0.0], [-0.1, 0.0, 0.4], [-1.2, -0.7, -0.7], [-0.8, 0.4, 2.1], [0.0, -0.6, -0.2], [0.0, 0.0, 0.0], [0.0, 0.2, -0.3], [0.0, 0.1, 0.0], [-0.1, 0.3, 0.1], [0.0, -0.2, 0.1], [0.6, 0.0, -0.9], [1.5, -3.5, -2.9], [-7.6, -9.2, -0.8], [0.2, -2.1, -0.7], [-1.1, -0.2, 0.4], [0.7, -0.5, 0.3], [-1.2, 0.4, 0.4], [0.0, 0.8, 0.2], [0.0, -0.7, -1.0], [0.7, -0.1, 0.6], [-0.3, 0.4, -0.3], [-0.6, 1.2, 0.8], [0.5, -0.8, -0.1], [-0.4, -0.4, -0.6], [-0.7, -0.3, 0.3], [0.5, 0.5, -0.3], [-0.1, -0.4, 0.1], [0.0, 0.6, -0.3], [0.2, -0.8, 0.3], [-2.5, -0.8, 1.9], [1.6, 3.1, 0.2], [5.9, -1.3, 7.4], [-0.6, 0.1, -3.3], [-2.3, -0.8, 2.5], [2.2, 0.2, 0.8], [0.0, 0.1, 0.0], [0.1, 0.1, 0.0], [0.2, 0.2, 0.0], [-0.1, 0.0, 0.1], [-0.1, 0.1, 0.1], [0.1, -0.2, -0.1], [0.1, -0.1, 0.1], [0.0, -0.1, 0.1], [-0.1, 0.0, 0.1], [-0.2, -0.1, 0.1], [0.1, 0.0, 0.2], [0.1, 0.0, 0.1], [0.1, 0.0, 0.0], [0.3, 0.0, -0.1], [0.4, 0.0, 0.0], [0.1, 0.0, 0.0], [0.1, 0.1, 0.0], [0.0, 0.2, 0.1], [0.2, 0.1, -0.1], [0.1, 0.1, -0.1], [0.0, 0.1, 0.0], [-0.1, 0.1, 0.1], [0.0, 0.1, 0.2], [2.8, -4.2, -7.0], [-5.8, -3.5, -3.1], [-0.2, -0.7, 0.1], [-0.2, 0.1, 0.0], [-0.2, 0.1, -0.2], [0.1, -0.3, 0.1], [0.0, -0.1, 0.0], [0.0, -0.1, 0.0], [0.0, -0.3, -0.3], [0.2, 0.0, 0.0], [0.1, 0.0, 0.0], [0.0, 0.1, 0.0], [0.0, 0.1, 0.0], [-0.1, 0.2, 0.0], [8.0, 4.2, 10.9], [-0.1, 1.6, 7.0], [-0.1, 0.3, 0.0], [-0.2, 0.0, 0.0], [-0.1, 0.1, -0.2], [1.6, 1.3, -2.3], [3.3, 1.8, 1.9], [-0.4, -1.7, 0.1], [-1.5, -0.1, 0.0], [1.7, 1.8, -0.9], [0.0, -0.5, -8.3], [11.2, 13.0, 0.2], [0.3, -1.4, 0.3], [-1.1, 2.1, 2.6], [1.3, 0.3, -1.0], [-0.3, 0.6, -2.2], [0.0, 2.6, -1.6], [0.5, -1.5, -0.4], [-1.1, -0.7, 0.6], [0.5, -0.4, 1.2], [-1.5, 3.7, 1.2]],
  "lowdin_charge": [1.9309, -0.1035, -0.0905, -0.0807, -0.3183, -0.1046, -0.0816, 1.0985, -0.3526, -0.1013, -0.0869, -0.1046, -0.0880, -0.0848, -0.3631, -0.1194, -0.0960, -0.0926, -0.1130, -0.2694, 0.5555, -0.3053, -0.1033, -0.0891, -0.0881, -0.1133, -0.3543, 1.0880, -0.3650, -0.0708, -0.0802, -0.0998, -0.0888, -0.1085, -0.4006, -0.3829, -0.2680, -0.0686, -0.0456, -0.0858, -0.3330, -0.1110, -0.1080, -0.1179, -0.1026, -0.4244, 1.0289, -0.3774, -0.1054, -0.1135, -0.1403, -0.1242, -0.1115, -0.4168, -0.4607, -0.2071, -0.0902, -0.1560, -0.1394, 0.0975, 0.1020, 0.1004, 0.0881, 0.1018, 0.1077, 0.1017, 0.0972, 0.1000, 0.0841, 0.1070, 0.0981, 0.0986, 0.0984, 0.0994, 0.0979, 0.0989, 0.0991, 0.0928, 0.1011, 0.0965, 0.0979, 0.1079, -0.2346, -0.0272, 0.1227, 0.1073, 0.0977, 0.0760, 0.0947, 0.0927, 0.1010, 0.0992, 0.0912, 0.0836, 0.0938, 0.0991, -0.3279, -0.0207, 0.0926, 0.0705, 0.0953, 0.0833, -0.5150, 0.1141, 0.1174, 0.8143, -0.3627, -0.2661, -0.2261, 0.6443, -0.3622, -0.2344, -0.5831, 0.1211, 0.1063, 0.1060, 0.0677],
  "total_energy_ev": -142832.42581,
  "gap_ev": [3.7, 3.7],
  "max_force_ev_per_a": 17.20,
  "e_lumo_ev": [2.15, 2.15],
  "charge": -1
}

[3]
{
  "formula": "C3H4Br3O3S",
  "method": "ωB97M-V/def2-TZVPD",
  "species": ["C", "C", "C", "O", "O", "O", "S", "Br", "Br", "Br", "H", "H", "H", "H"],
  "coordinates": [[-0.235, 0.130, -0.514], [0.967, 0.432, 0.307], [2.220, 0.190, -0.097], [2.453, -2.155, 1.600], [1.752, -3.046, -0.536], [4.122, -2.512, -0.224], [2.758, -2.291, 0.193], [0.184, 3.708, 0.524], [2.571, -0.288, -1.929], [3.647, 0.507, 0.984], [-0.950, 0.778, -0.045], [-0.729, -0.883, -0.455], [-0.105, 0.183, -1.733], [0.935, 0.952, 1.242]],
  "forces_ev_per_a": [[-0.6, -0.8, -2.2], [0.5, -1.0, -1.4], [-0.6, -0.5, -1.2], [0.6, 0.5, -0.9], [0.6, 1.5, -0.1], [-0.8, 1.2, 0.2], [-0.9, -4.4, 1.4], [0.1, -0.3, 0.0], [0.2, 0.5, -0.2], [1.6, 1.3, 0.7], [-0.8, 0.7, -0.8], [1.1, 0.5, 0.6], [-0.2, 0.6, 3.3], [-0.7, 0.0, 0.6]],
  "lowdin_charge": [-0.1398, -0.3381, -1.2447, -0.3270, -0.3110, -0.3114, 0.4680, -0.6527, 0.7582, 0.8186, 0.0303, 0.0914, 0.1086, 0.0496],
  "relative_energy_ev": 0.0000,
  "total_energy_ev": -230280.25777,
  "gap_ev": [4.8, 4.8],
  "max_force_ev_per_a": 4.73,
  "e_lumo_ev": [0.50, 0.50],
  "charge": -1
}

[4]
{
  "formula": "C8H10SSi",
  "method": "ωB97M-V/def2-TZVPD",
  "species": ["C", "C", "C", "C", "C", "C", "C", "C", "Si", "S", "H", "H", "H", "H", "H", "H", "H", "H", "H", "H"],
  "coordinates": [[-2.560, 1.649, 1.191], [-2.037, 0.685, 0.647], [1.529, 1.392, 0.644], [2.825, 1.787, 0.239], [1.122, 0.000, 0.432], [3.758, 0.779, -0.307], [-0.893, -0.460, -2.134], [-1.172, -2.243, 0.546], [-0.873, -0.534, -0.239], [2.789, -0.688, -0.377], [-3.163, 2.373, 1.588], [0.813, 1.960, 1.162], [3.247, 2.749, 0.492], [0.963, -0.606, 1.404], [-1.552, 0.482, -2.450], [0.119, -0.341, -2.452], [-1.289, -1.279, -2.766], [-2.223, -2.403, 0.771], [-0.692, -3.232, 0.051], [-0.710, -2.071, 1.558]],
  "forces_ev_per_a": [[1.5, -3.1, -1.7], [0.5, 0.9, 0.1], [2.4, -0.7, -1.0], [-1.5, -1.3, 0.9], [0.0, -1.7, -0.3], [-2.7, -1.3, 0.3], [-2.4, 1.7, -0.4], [1.7, -0.9, 0.1], [1.3, -0.1, 0.1], [-0.5, 1.6, 0.6], [-1.0, 1.5, 0.9], [-0.6, 1.3, 0.6], [-0.3, 0.3, -0.2], [0.7, 1.1, -1.1], [1.7, -1.8, 0.6], [0.8, 0.5, -0.3], [0.0, 0.1, 0.9], [-0.2, -0.1, -0.3], [-1.1, 2.6, 1.1], [-0.3, -0.6, -0.7]],
  "lowdin_charge": [0.0530, -0.1654, -0.1880, -0.2519, -0.5029, -0.3600, -0.2016, -0.2165, 0.6072, 0.7770, -0.0058, 0.0749, 0.0673, 0.0810, 0.0774, -0.0059, 0.0327, 0.0110, 0.0928, 0.0235],
  "relative_energy_ev": 3.5921,
  "total_energy_ev": -27165.87455,
  "gap_ev": 8.2,
  "max_force_ev_per_a": 3.86,
  "e_lumo_ev": -0.45
}